Below is a 2-piece molecular cluster, C3HCl2F3 overall in a non-equilibrium geometry, with properties calculated with the ωB97M-V functional and the def2-TZVPD basis.

For the HOMO energy (spin up / spin down), the calculation gives -0.334 / -0.368 Ha. As for the LUMO energy (spin up / spin down): 0.720 / -2.729 eV. The HOMO-LUMO gap (spin up / spin down) comes out at 9.82 / 7.28 eV. The expectation value of S² is 2.006. The multiplicity is 3.

Each line ends with the Löwdin spin population.
Geometry (Å):
C1 -1.430 -0.761 -1.460  1.32
C2 0.755 -0.258 0.693  0.04
C3 1.019 0.992 1.060  0.00
F1 -2.486 -0.932 -0.599  0.28
F2 1.447 1.338 2.285  0.00
F3 0.660 2.012 0.136  0.00
Cl1 1.383 -1.663 1.441  0.01
Cl2 -1.775 -0.352 -3.168  0.32
H1 0.427 -0.377 -0.389  0.03

Below is a 2-piece molecular cluster, C10H12S overall in a non-equilibrium geometry, with properties calculated with the ωB97M-V functional and the def2-TZVPD basis.

For the HOMO energy (spin up / spin down), the calculation gives -0.329 / -0.250 Ha. As for the LUMO energy (spin up / spin down): 0.000 / -0.238 eV. The HOMO-LUMO gap (spin up / spin down) comes out at 8.95 / 6.57 eV.

Each line ends with the natural charge from an NBO analysis.
Geometry (Å):
C1 -2.018 -2.193 1.980  -0.22
C2 -0.699 -1.833 2.272  -0.21
C3 -2.422 -2.491 0.654  -0.22
C4 0.149 -1.600 1.217  -0.32
C5 -1.601 -2.111 -0.407  -0.32
C6 -0.376 -1.570 -0.057  0.17
C7 2.002 1.401 0.789  -0.41
C8 1.695 1.454 -0.522  -0.28
C9 0.510 1.591 -2.728  -0.64
C10 0.479 1.780 -1.159  -0.16
S1 -0.835 2.440 -0.287  0.10
H1 -2.673 -2.426 2.816  0.21
H2 -0.358 -1.723 3.197  0.21
H3 -3.336 -2.889 0.252  0.22
H4 1.248 -1.306 1.506  0.23
H5 -1.853 -2.190 -1.551  0.23
H6 2.986 1.100 0.945  0.20
H7 1.346 1.703 1.528  0.17
H8 2.529 1.006 -1.137  0.20
H9 0.969 2.578 -3.019  0.24
H10 -0.578 1.365 -3.010  0.22
H11 1.000 0.689 -2.878  0.22
H12 -0.186 2.423 0.893  0.13

Below is the molecule C3H6O2S in a non-equilibrium geometry, with properties calculated with the ωB97M-V functional and the def2-TZVPD basis.

For the HOMO energy, the calculation gives -0.341 Ha. As for the LUMO energy: 0.762 eV. The SMILES is O=COCCS. The HOMO-LUMO gap comes out at 10.05 eV.

Each line ends with the natural charge from an NBO analysis.
Geometry (Å):
C1 -0.756 -1.090 0.311  -0.53
C2 0.095 0.164 0.669  -0.10
C3 1.582 1.342 -0.516  0.65
H1 -2.401 -0.672 -1.255  0.11
H2 -0.139 -1.911 0.540  0.21
H3 -1.589 -1.133 0.924  0.22
H4 0.399 -0.159 1.712  0.18
H5 -0.455 1.085 0.639  0.22
H6 2.488 1.295 -1.061  0.12
O1 1.210 0.179 -0.113  -0.48
O2 0.892 2.316 -0.488  -0.59
S1 -1.326 -1.418 -1.362  -0.02

Below is C2HCoF6NO4S2 as an isolated structure in a non-equilibrium geometry, with properties calculated with the ωB97M-V functional and the def2-TZVPD basis.

For the HOMO energy (spin up / spin down), the calculation gives -0.357 / -0.356 Ha. As for the LUMO energy (spin up / spin down): -1.951 / -2.308 eV. The HOMO-LUMO gap (spin up / spin down) comes out at 7.75 / 7.39 eV. The expectation value of S² is 3.762. The multiplicity is 4.

Each line ends with the Löwdin spin population.
Geometry (Å):
N1 0.547 -0.769 0.437  0.01
S1 1.375 0.251 -0.578  0.00
O1 2.023 -0.540 -1.673  0.00
C1 2.795 0.578 0.600  0.00
F1 3.358 -0.546 1.008  0.00
F2 2.365 1.265 1.647  0.00
F3 3.701 1.301 -0.049  0.00
S2 -0.903 -0.322 0.906  0.01
O2 -0.983 1.182 1.071  0.08
O3 -1.396 -1.083 2.045  0.00
Co1 -1.203 2.735 0.200  2.66
O4 -2.658 2.787 -0.833  0.23
H1 -3.572 2.703 -0.554  0.01
C2 -2.221 -0.502 -0.709  0.00
F4 -2.206 0.236 -1.804  0.00
F5 -1.828 -1.682 -1.168  0.00
F6 -3.433 -0.620 -0.206  0.00

Below is C41H37N13O2PbS as an isolated structure, with properties calculated with the ωB97M-V functional and the def2-TZVPD basis.

For the HOMO energy, the calculation gives -0.481 Ha. As for the LUMO energy: -5.437 eV. The HOMO-LUMO gap comes out at 7.65 eV. As for the total charge: +2.

Each line ends with the Löwdin charge.
Geometry (Å):
Pb1 1.073 -0.827 -0.040  1.55
C1 2.313 -2.253 -4.450  -0.09
C2 2.523 -1.751 -3.175  -0.12
N1 1.790 -0.760 -2.686  0.03
C3 0.851 -0.224 -3.472  -0.21
C4 0.601 -0.791 -4.723  -0.06
N2 1.321 -1.796 -5.203  0.11
C5 0.090 0.954 -2.970  -0.22
C6 -0.677 1.709 -3.847  0.05
C7 -1.434 2.770 -3.364  -0.13
C8 -1.311 3.077 -2.016  0.07
C9 -0.475 2.314 -1.210  -0.21
N3 0.177 1.241 -1.662  0.08
C10 -0.269 2.768 0.193  -0.24
C11 -1.316 2.859 1.104  -0.07
N4 -1.160 3.458 2.281  0.10
C12 0.038 3.961 2.549  -0.10
C13 1.107 3.796 1.672  -0.11
N5 0.953 3.202 0.496  0.15
C14 -2.352 3.527 -4.244  -0.18
C15 -3.132 2.863 -5.184  -0.02
C16 -4.024 3.596 -5.952  -0.12
N6 -4.166 4.915 -5.843  0.08
C17 -3.402 5.550 -4.957  -0.11
C18 -2.490 4.905 -4.134  0.00
H1 2.927 -3.043 -4.867  0.12
H2 3.296 -2.151 -2.527  0.11
H3 -0.210 -0.450 -5.357  0.12
H4 -0.674 1.498 -4.908  0.12
H5 -1.848 3.916 -1.592  0.14
H6 -2.299 2.452 0.884  0.12
H7 0.136 4.504 3.483  0.12
H8 2.102 4.159 1.909  0.12
H9 -3.064 1.788 -5.305  0.11
H10 -4.656 3.107 -6.687  0.11
H11 -3.529 6.626 -4.903  0.12
H12 -1.884 5.473 -3.439  0.12
N7 -3.761 -0.352 -1.692  0.15
C19 -2.469 -0.685 -1.637  -0.14
N8 -1.801 -0.908 -0.546  0.09
C20 -2.485 -0.892 0.662  -0.30
N9 -1.940 -1.307 1.755  0.08
N10 -0.621 -1.660 1.698  -0.08
C21 -0.266 -2.589 2.495  -0.07
C22 1.111 -3.101 2.548  -0.29
C23 1.452 -4.023 3.530  0.00
C24 2.737 -4.544 3.551  -0.02
C25 3.646 -4.114 2.600  -0.03
C26 3.227 -3.182 1.663  -0.13
N11 1.994 -2.692 1.625  0.01
C27 -3.881 -0.464 0.690  -0.09
C28 -4.616 -0.351 1.874  0.00
C29 -5.945 0.009 1.831  -0.04
C30 -6.556 0.286 0.606  -0.04
C31 -5.845 0.194 -0.572  0.00
C32 -4.512 -0.197 -0.525  -0.17
H13 -4.216 -0.216 -2.579  0.16
H14 -1.953 -0.789 -2.585  0.14
H15 -1.005 -3.059 3.144  0.14
H16 0.721 -4.317 4.274  0.13
H17 3.020 -5.272 4.300  0.12
H18 4.658 -4.495 2.580  0.12
H19 3.915 -2.812 0.908  0.12
H20 -4.114 -0.557 2.810  0.12
H21 -6.521 0.071 2.744  0.12
H22 -7.598 0.580 0.578  0.12
H23 -6.315 0.416 -1.523  0.12
C33 -1.705 -4.504 -0.616  -0.04
N12 -0.361 -5.052 -0.520  0.04
C34 0.734 -4.337 -0.845  -0.60
N13 1.924 -5.004 -0.798  0.19
O1 0.677 -3.131 -1.158  -0.15
H24 -2.408 -5.316 -0.782  0.10
H25 -1.745 -3.813 -1.452  0.08
H26 -1.989 -3.965 0.290  0.07
H27 -0.259 -6.017 -0.261  0.14
H28 1.948 -6.009 -0.842  0.12
H29 2.716 -4.530 -1.192  0.10
C35 2.698 -0.503 4.345  -0.20
S1 2.368 0.846 3.190  0.93
O2 2.509 0.239 1.812  -0.72
C36 3.886 1.740 3.505  -0.41
C37 5.021 1.463 2.765  -0.07
C38 6.200 2.123 3.079  -0.05
C39 6.229 3.038 4.124  -0.05
C40 5.079 3.307 4.856  -0.06
C41 3.892 2.662 4.543  -0.09
H30 3.562 -1.054 3.972  0.07
H31 1.817 -1.142 4.400  0.04
H32 2.908 -0.067 5.322  0.07
H33 4.974 0.748 1.952  0.11
H34 7.098 1.922 2.509  0.11
H35 7.152 3.548 4.369  0.12
H36 5.107 4.018 5.672  0.12
H37 2.983 2.870 5.099  0.12

Below is C26H20BF3N9O2Pd as an isolated structure in a non-equilibrium geometry, with properties calculated with the ωB97M-V functional and the def2-TZVPD basis.

For the HOMO energy, the calculation gives -0.424 Ha. As for the LUMO energy: -5.349 eV. The HOMO-LUMO gap comes out at 6.20 eV. As for the total charge: +1.

Each line ends with the natural charge from an NBO analysis.
Geometry (Å):
Pd1 -0.013 -0.376 0.025  1.38
C1 1.022 -2.484 3.435  -0.26
C2 2.208 -1.843 3.806  -0.10
C3 2.459 -0.574 3.349  -0.24
C4 1.554 0.036 2.477  0.41
N1 0.471 -0.633 2.028  -0.45
C5 0.203 -1.866 2.534  0.07
N2 1.716 1.373 2.209  -0.49
C6 0.978 2.002 1.373  0.49
N3 -0.011 1.539 0.498  -0.57
C7 -0.409 2.583 -0.327  0.48
N4 -1.207 2.586 -1.320  -0.49
C8 -1.643 1.431 -1.936  0.37
C9 -2.628 1.590 -2.917  -0.22
C10 -3.036 0.520 -3.672  -0.12
C11 -2.440 -0.721 -3.460  -0.24
C12 -1.500 -0.829 -2.470  0.08
N5 -1.132 0.214 -1.698  -0.44
C13 0.244 3.811 0.156  -0.10
C14 0.161 5.110 -0.307  -0.15
C15 0.948 6.054 0.342  -0.18
C16 1.786 5.699 1.402  -0.18
C17 1.872 4.385 1.845  -0.18
C18 1.080 3.457 1.195  -0.03
H1 0.752 -3.455 3.822  0.25
H2 2.908 -2.330 4.472  0.24
H3 3.317 0.004 3.660  0.26
H4 -0.714 -2.326 2.200  0.23
H5 -3.022 2.586 -3.059  0.25
H6 -3.791 0.647 -4.437  0.24
H7 -2.686 -1.587 -4.056  0.25
H8 -0.998 -1.762 -2.285  0.24
H9 -0.478 5.371 -1.138  0.24
H10 0.919 7.086 0.018  0.23
H11 2.386 6.463 1.878  0.23
H12 2.532 4.093 2.650  0.24
B1 -2.056 -3.270 -0.524  0.16
N6 -2.548 -1.913 0.126  -0.28
C19 -3.839 -1.672 0.350  0.04
C20 -3.993 -0.426 0.944  -0.31
C21 -2.708 0.060 1.064  -0.02
N7 -1.844 -0.865 0.601  -0.27
N8 -0.490 -3.334 -0.540  -0.29
C22 0.194 -4.450 -0.796  0.03
C23 1.544 -4.215 -0.589  -0.31
C24 1.611 -2.893 -0.196  -0.02
N9 0.374 -2.371 -0.168  -0.33
H13 -2.460 -4.165 0.167  -0.02
H14 -2.487 -3.332 -1.645  -0.03
H15 -4.568 -2.423 0.090  0.25
H16 -4.908 0.045 1.255  0.26
H17 -2.338 0.990 1.460  0.25
H18 -0.332 -5.346 -1.082  0.24
H19 2.358 -4.910 -0.695  0.25
H20 2.465 -2.302 0.089  0.24
F1 4.212 -1.160 -2.557  -0.30
C25 3.781 -0.094 -1.885  0.90
F2 3.969 0.994 -2.635  -0.30
F3 4.508 0.025 -0.773  -0.31
C26 2.278 -0.250 -1.577  0.69
O1 1.511 -0.587 -2.444  -0.59
O2 1.958 0.011 -0.329  -0.67

Below is C3H3MnO2 as an isolated structure in a non-equilibrium geometry, with properties calculated with the ωB97M-V functional and the def2-TZVPD basis.

For the HOMO energy (spin up / spin down), the calculation gives -0.264 / -0.300 Ha. As for the LUMO energy (spin up / spin down): 0.337 / -0.095 eV. The HOMO-LUMO gap (spin up / spin down) comes out at 7.51 / 8.07 eV. The expectation value of S² is 12.002. The multiplicity is 7.

Each line ends with the Löwdin spin population.
Geometry (Å):
C1 -0.584 -0.343 0.927  0.01
C2 0.880 -0.087 0.681  0.02
H1 1.336 0.792 1.159  0.00
H2 -1.227 -0.195 1.789  0.00
H3 1.556 -0.953 0.718  0.00
O1 -1.571 0.003 -1.430  0.17
C3 -0.806 -0.016 -0.418  0.04
O2 0.566 0.232 -0.719  0.15
Mn1 -0.150 0.566 -2.707  5.60

Question: What is the formula in the fifth record?
Answer: C41H37N13O2PbS